[1]
Computed, not measured: a gas-phase ion, C5H15N2 (charge +1) in a non-equilibrium geometry, with ωB97M-V/def2-TZVPD.

```
! RIJCOSX wB97M-V def2-TZVPD def2/J DEFGRID3
* xyz 1 1
H 0.5959 -0.8335 1.4725
H -1.6257 1.0821 -0.1922
H 1.7157 0.7777 2.8890
H -0.7822 -0.1499 0.4711
C 1.5090 -0.3629 1.0875
H 0.5704 1.4480 1.6874
H -2.6841 -0.8201 1.0026
C 1.5566 1.0043 1.8373
N 1.4366 -0.3341 -0.3707
H -2.5014 -1.7470 -0.4347
H 0.8117 1.4206 -1.2563
H -0.6201 -1.2879 -1.5629
H 2.3497 -0.6336 -0.6703
H -3.5012 -0.2704 -0.4005
N -1.3540 0.1088 -0.3339
C -0.6173 -0.2026 -1.6057
H 2.4147 -0.8632 1.4108
H -1.1257 0.2254 -2.4667
C 0.8009 0.3539 -1.5010
H 1.2935 0.1492 -2.4448
H 2.3298 1.6622 1.4574
C -2.5728 -0.7270 -0.0759
*
```

The LUMO energy comes out at -3.2 eV. As for the SMILES: CCNCC[NH2+]C. The electronic energy comes out at -8400.775 eV. Its HOMO energy is -12.423 eV.


[2]
Computed, not measured: a molecular structure, C8H27CoO7V in a non-equilibrium geometry, with ωB97M-V/def2-TZVPD.

```
! RIJCOSX wB97M-V def2-TZVPD def2/J DEFGRID3
* xyz 2 8
O 1.0334 0.1690 0.5475
H -3.4941 1.7768 -0.4692
H 1.5989 -2.9125 1.7077
H 1.6654 0.8649 0.3526
C -1.5345 -1.9312 3.5656
H 2.8181 -0.7177 0.6486
C 3.1524 2.2096 -1.9141
H 2.8344 3.1214 -2.4196
C -1.7200 -0.5081 -1.9889
H -1.3077 0.4907 -2.1324
O -0.5588 2.3631 1.8670
C 2.7591 0.9407 -2.6491
H 0.0000 -1.5656 -2.9071
H 0.1366 -2.0341 1.3809
H 0.4182 2.3580 1.8612
H -1.7881 -1.7037 -0.4436
H -3.3058 -0.9303 2.8894
O -2.7167 1.7225 0.1199
H 1.5224 2.2105 -0.7634
H -1.4346 -2.5909 -2.7194
H 1.2098 -2.4676 0.0531
H 2.2359 -0.4683 2.1913
O 2.4730 2.2170 -0.6294
H -1.3922 -1.4653 -4.0018
O -0.1847 2.4193 -0.7710
C -1.0884 -1.5862 -2.9620
H -2.8082 -0.4536 -2.0200
H -2.4071 -1.9711 1.7022
H 4.2365 2.3101 -1.8634
V -1.6103 3.7102 0.3765
H -0.4791 -2.1735 3.4407
H 3.1293 0.0018 -2.2373
H 3.1506 1.1037 -3.6532
H -1.6645 -1.4071 4.5124
C 1.1824 -2.1200 1.0859
H -2.0311 -2.8800 3.7688
C 1.8779 -0.7442 1.1994
H -1.3839 0.3140 3.0336
Co -0.9135 0.9747 0.4668
C -2.3332 -1.2382 2.5057
H -0.0229 2.6820 -1.6980
O -1.5523 -0.1706 2.2222
H 1.6693 0.9380 -2.6298
O -1.3718 -0.8581 -0.6261
*
```

Its expectation value of S² is 15.76. The LUMO energy (spin up / spin down) comes out at -8.0 / -10.3 eV. The electronic energy comes out at -86362.423 eV. Its HOMO energy (spin up / spin down) is -16.098 / -16.094 eV.


[3]
Computed, not measured: a molecular structure, CCeF3O2S in a non-equilibrium geometry, with ωB97M-V/def2-TZVPD.

```
! RIJCOSX wB97M-V def2-TZVPD def2/J DEFGRID3
* xyz 1 3
F -0.6559 2.0836 -0.6510
F -1.7608 2.1731 -2.5230
Ce 2.5991 -0.9093 -0.0736
S -0.3010 -0.0522 -2.1141
O 2.8366 1.2622 -0.4513
C -0.4442 1.7564 -1.9315
O 0.3049 -0.5287 -0.6982
F 0.3535 2.5335 -2.6781
*
```

Its expectation value of S² is 2.01. The LUMO energy (spin up / spin down) comes out at -5.5 / -7.7 eV. The electronic energy comes out at -37037.170 eV. Its HOMO energy (spin up / spin down) is -12.819 / -12.880 eV.